Record 1
The following is a DFT calculation (ωB97M-V/def2-TZVPD) of a molecular structure, C4H4N2O2.

Values from the calculation:
HOMO-LUMO gap   0.2852 Ha
HOMO level   -8.42 eV
Energy relative to the best compared isomer or geometry (same formula, charge and spin)   5.799 eV
Total charge   0
M   112.09 Da
Energy   -11282.7409 eV

Geometry (Å):
C: -1.904 -0.825 -0.015
C: -0.615 -0.314 -0.040
C: -0.102 1.088 -0.225
C: 1.400 -0.105 0.012
H: -2.509 1.198 0.716
H: -2.470 -1.777 -0.364
H: -0.625 2.114 -0.135
H: 2.948 -1.346 -0.399
N: 1.057 1.196 -0.016
N: 0.487 -1.013 0.014
O: -2.853 0.202 0.077
O: 2.749 -0.269 0.148

Cartesian forces, eV/Å:
C -0.6736 3.3761 -1.1933
C -3.8239 0.2270 -1.1554
C -11.5809 3.5773 1.2202
C 4.3517 -2.4959 1.1924
H -1.1358 -5.0862 -3.1681
H 1.7846 1.4274 1.1524
H -0.2888 -1.8625 -0.8543
H -0.8561 4.9384 2.8827
N 7.5218 0.8618 0.1548
N 3.8004 -2.2027 0.0932
O 0.8156 2.9965 2.8980
O 0.0852 -5.7570 -3.2228

Record 2
The following is a DFT calculation (ωB97M-V/def2-TZVPD) of a molecular structure, C34H52N4O5OsP2SSb.

Values from the calculation:
HOMO-LUMO gap (spin up / spin down)   0.2616 / 0.2303 Ha
HOMO level (spin up / spin down)   -10.02 / -11.14 eV
⟨S²⟩   6.02
Energy relative to the best compared isomer or geometry (same formula, charge and spin)   0.000 eV
Total charge   +1
Spin multiplicity   5
M   1002.82 Da
Energy   -90711.2531 eV

Geometry (Å):
Os: 0.214 -0.189 -0.042
C: -0.941 1.599 -6.455
C: 0.014 1.493 -5.290
C: 0.067 0.333 -4.519
C: 0.885 0.249 -3.405
C: 1.662 1.345 -3.050
C: 1.669 2.503 -3.834
C: 0.842 2.564 -4.945
S: 2.755 1.297 -1.682
O: 4.047 0.901 -2.158
O: 2.740 2.639 -1.051
N: 2.171 0.175 -0.691
C: 3.208 -0.830 -0.259
C: 2.614 -1.710 0.780
O: 3.265 -2.434 1.471
O: 1.257 -1.625 0.871
H: -1.134 0.624 -6.905
H: -0.556 2.269 -7.227
H: -1.899 2.003 -6.114
H: -0.546 -0.522 -4.799
H: 0.939 -0.669 -2.828
H: 2.325 3.335 -3.577
H: 0.841 3.462 -5.563
H: 4.107 -0.388 0.141
H: 3.516 -1.472 -1.079
C: 1.140 -0.313 3.822
P: -0.278 -0.215 2.685
C: -0.906 -1.972 2.746
N: -0.798 -2.606 3.889
C: -1.321 -3.859 3.992
C: -1.207 -4.565 5.212
C: -1.760 -5.804 5.321
C: -2.452 -6.395 4.228
C: -2.574 -5.734 3.045
C: -1.999 -4.446 2.908
N: -2.084 -3.791 1.719
C: -1.523 -2.613 1.619
P: -1.573 -1.766 -0.018
C: -3.304 -1.260 -0.152
C: -1.328 -2.956 -1.451
C: 0.150 -3.380 -1.513
C: -1.679 -2.120 -2.697
C: -2.194 -4.218 -1.437
C: -1.604 0.746 3.610
C: -2.024 0.176 4.965
C: -1.040 2.161 3.817
C: -2.826 0.810 2.682
H: 0.815 -0.742 4.763
H: 1.561 0.684 3.982
H: 1.905 -0.958 3.387
H: -0.683 -4.094 6.038
H: -1.676 -6.351 6.255
H: -2.883 -7.386 4.343
H: -3.098 -6.165 2.195
H: -3.915 -2.152 -0.036
H: -3.491 -0.797 -1.121
H: -3.550 -0.545 0.630
H: 0.820 -2.531 -1.656
H: 0.283 -4.058 -2.364
H: 0.463 -3.906 -0.606
H: -1.263 -1.103 -2.655
H: -2.761 -2.041 -2.838
H: -1.262 -2.614 -3.580
H: -1.897 -4.913 -0.663
H: -2.066 -4.708 -2.411
H: -3.259 -4.001 -1.310
H: -1.202 0.187 5.689
H: -2.401 -0.840 4.898
H: -2.831 0.807 5.367
H: -0.231 2.172 4.555
H: -1.835 2.825 4.185
H: -0.662 2.584 2.881
H: -3.330 -0.165 2.636
H: -2.553 1.108 1.661
H: -3.554 1.538 3.065
O: -2.026 2.768 -2.295
C: -1.436 1.970 -1.661
N: -0.849 1.164 -0.962
C: 0.802 5.671 -1.663
C: 1.797 5.330 -0.547
Sb: 1.196 3.654 0.612
C: 2.706 3.654 2.125
C: 3.928 2.808 1.738
C: -0.585 4.542 1.466
C: -0.203 5.805 2.255
H: 1.168 6.516 -2.250
H: -0.179 5.949 -1.268
H: 0.657 4.831 -2.347
H: 1.921 6.154 0.160
H: 2.774 5.053 -0.939
H: 2.239 3.292 3.036
H: 2.950 4.713 2.250
H: 3.662 1.753 1.611
H: 4.682 2.870 2.526
H: 4.387 3.142 0.806
H: -1.072 3.778 2.077
H: -1.218 4.746 0.595
H: 0.440 5.581 3.115
H: -1.110 6.280 2.642
H: 0.308 6.548 1.633

Cartesian forces, eV/Å:
Os 0.2168 -0.1385 0.6614
C 0.0973 0.0173 0.1169
C -0.0780 0.0719 -0.1127
C -0.0959 -0.0286 -0.1310
C 0.3238 0.0957 -0.0834
C -0.2407 0.4649 -0.2375
C -0.0701 -0.1874 0.1476
C 0.0076 0.0962 -0.0933
S 0.1809 -0.3219 0.0809
O 0.2207 0.0432 0.0829
O -0.4375 -0.4900 -0.2253
N 0.8317 -0.2605 0.2381
C -0.7836 0.7537 -0.4587
C -1.2457 0.0555 0.2491
O 0.0304 -0.2789 0.2644
O 0.7091 -0.1328 -0.1950
H 0.0411 0.0563 0.0409
H -0.0115 -0.0586 0.0659
H 0.0676 -0.0205 -0.0192
H 0.1162 0.1659 0.0216
H -0.0233 0.1497 -0.0538
H -0.2083 -0.1978 -0.0401
H -0.0179 -0.1801 0.1324
H 0.2083 0.2987 0.1046
H 0.0325 -0.0121 -0.3233
C 0.0553 0.1298 -0.1413
P -0.3200 -0.3381 -0.2909
C 0.0234 -0.0836 0.1823
N -0.1164 0.1559 -0.1712
C 0.1443 0.2518 0.0615
C 0.0891 0.0928 0.1167
C -0.1071 -0.2117 -0.0036
C 0.0393 -0.0934 0.1987
C -0.0627 0.0683 -0.1930
C -0.0951 -0.0308 -0.2469
N 0.1351 0.0577 -0.1110
C -0.0415 0.0378 0.0121
P 0.2723 -0.4483 0.0404
C -0.0092 0.2204 -0.1063
C 0.1625 0.0268 0.1330
C -0.0790 -0.0988 0.0383
C 0.0235 0.1330 -0.0102
C -0.2166 0.1775 -0.1879
C 0.0450 0.0957 -0.1694
C 0.0504 0.1925 0.1495
C 0.0247 -0.1126 0.0796
C -0.0469 0.0050 0.0383
H 0.0122 -0.0426 0.1551
H -0.0558 -0.1068 -0.0178
H -0.0718 0.0137 -0.0111
H -0.0464 -0.0447 -0.1223
H -0.0208 0.0423 -0.1097
H 0.0622 0.1433 0.0049
H 0.1118 0.0973 0.1409
H -0.1301 -0.0397 -0.0092
H 0.0071 -0.0385 0.0744
H -0.0091 -0.0872 -0.0873
H -0.0175 0.0060 0.0019
H -0.0434 0.0712 0.1010
H -0.0438 0.0655 -0.0732
H -0.1217 -0.2602 0.0290
H 0.1219 -0.0343 0.0043
H -0.0520 0.0062 0.0814
H 0.0805 -0.0967 0.1887
H -0.0654 0.0447 0.1562
H 0.1297 -0.0046 -0.0274
H -0.0969 -0.0189 -0.1180
H -0.0290 -0.1023 -0.0601
H 0.1882 -0.1169 -0.0469
H -0.0950 -0.0208 -0.0803
H 0.1290 -0.1180 -0.0498
H 0.0605 -0.5834 0.4984
H 0.1000 0.1634 0.0546
H -0.0046 0.0319 0.1475
H 0.1295 -0.1441 -0.0340
O 0.4397 -0.4991 0.3164
C 0.4211 -0.7086 0.7981
N -0.8198 1.4597 -0.9173
C 0.1204 0.0525 0.1125
C -0.1729 -0.1067 -0.2221
Sb 0.2745 0.3284 -0.2574
C 0.1532 -0.3254 -0.2636
C -0.0348 0.0777 0.1343
C -0.2060 0.0406 0.0259
C -0.0552 -0.1254 -0.0287
H -0.0300 -0.0356 0.0268
H 0.0766 -0.0207 -0.0099
H 0.0170 0.0082 0.0480
H 0.0157 -0.0142 -0.0811
H 0.0002 0.1113 -0.0234
H -0.0264 -0.0079 0.1617
H 0.0393 -0.0763 0.0350
H -0.0112 0.1592 0.0255
H -0.0550 -0.0069 -0.0223
H -0.0850 -0.0014 0.1069
H -0.0406 0.8048 -0.4763
H 0.0718 0.0799 0.1930
H -0.1281 -0.0109 -0.1842
H 0.0745 -0.0452 -0.0294
H -0.1100 -0.1527 0.0888

Record 3
The following is a DFT calculation (ωB97M-V/def2-TZVPD) of 2 unconnected molecules or ions with the total composition CH3ClN2O2.

Values from the calculation:
HOMO-LUMO gap (spin up / spin down)   0.3298 / 0.2827 Ha
HOMO level (spin up / spin down)   -8.79 / -8.02 eV
Energy relative to the best compared isomer or geometry (same formula, charge and spin)   4.016 eV
Total charge   0
M   110.50 Da
Energy   -20676.9485 eV

Geometry (Å):
C: 0.206 1.011 -0.582
N: 0.974 0.069 0.104
N: -1.165 -2.555 0.827
O: 0.750 -1.226 0.059
O: -1.032 -1.533 0.459
Cl: -1.439 1.525 0.400
H: 0.728 1.891 -0.867
H: -0.342 0.494 -1.506
H: 1.320 0.324 1.106

Cartesian forces, eV/Å:
C -2.9272 -2.7282 -1.6657
N 1.5002 0.7053 2.8884
N -0.9064 -3.7501 1.3403
O 1.5401 0.9546 -1.2896
O -1.4441 2.7618 -0.5473
Cl 1.2270 0.0405 -0.5005
H 0.1796 0.8592 0.2711
H 1.6496 1.1494 1.9777
H -0.8189 0.0075 -2.4745